1.
Below is a cluster of 11 separate species, C49H100F12O29S3 in total at a distorted geometry, with properties calculated with ωB97M-V/def2-TZVPD.

Geometry as XYZ:
```
193
Properties=species:S:1:pos:R:3
C -0.32 -4.49 8.80
C -0.85 -4.22 7.37
O 0.33 -4.22 6.50
C 0.97 -3.06 6.49
O 0.65 -2.08 7.11
C 2.29 -3.04 5.65
F 3.40 -3.38 6.32
F 2.22 -3.89 4.59
F 2.54 -1.81 5.10
H 0.22 -5.42 8.90
H -1.06 -4.52 9.54
H 0.35 -3.68 9.10
H -1.29 -3.22 7.33
H -1.43 -5.01 6.97
C 1.05 -6.33 2.22
C 2.34 -6.39 1.61
O 3.11 -5.16 1.80
C 2.83 -4.18 0.97
O 2.02 -4.18 0.11
C 3.79 -2.95 1.17
F 3.99 -2.71 2.49
F 5.00 -3.28 0.66
F 3.34 -1.88 0.57
H 1.09 -6.17 3.28
H 0.48 -7.26 2.05
H 0.46 -5.55 1.76
H 2.22 -6.52 0.52
H 3.00 -7.18 1.90
C 0.94 -3.54 -3.32
C -0.55 -3.68 -3.56
O -1.04 -4.90 -2.96
C -2.24 -5.36 -3.56
O -2.68 -4.97 -4.60
C -2.93 -6.37 -2.54
F -2.10 -7.39 -2.19
F -3.34 -5.65 -1.52
F -3.98 -6.90 -3.12
H 1.58 -4.25 -3.90
H 1.20 -3.71 -2.27
H 1.30 -2.51 -3.54
H -0.82 -3.81 -4.59
H -1.12 -2.83 -3.23
C -2.03 1.59 -9.53
C -1.13 1.50 -8.35
O -1.43 0.35 -7.49
C -0.81 -0.68 -7.96
O -0.07 -0.69 -8.88
C -0.98 -1.97 -7.09
F -2.09 -1.83 -6.28
F -1.06 -3.07 -7.77
F 0.12 -2.05 -6.31
H -3.08 1.46 -9.37
H -1.82 0.72 -10.19
H -1.85 2.52 -10.05
H -1.31 2.28 -7.66
H -0.05 1.56 -8.60
C 4.74 2.14 -2.16
C 5.18 0.85 -1.50
O 5.90 -0.04 -2.44
S 7.46 -0.11 -2.45
C 7.73 -0.87 -0.86
O 7.81 -1.09 -3.44
O 8.02 1.19 -2.44
H 4.14 2.14 -3.10
H 5.63 2.77 -2.42
H 4.13 2.65 -1.46
H 5.74 0.97 -0.58
H 4.30 0.17 -1.17
H 8.81 -1.08 -0.67
H 7.19 -1.80 -0.77
H 7.41 -0.18 -0.07
C 1.11 0.15 -2.40
C 0.22 0.96 -1.49
O 0.20 0.41 -0.16
S -0.88 1.20 0.76
C -0.80 0.29 2.24
O -0.36 2.51 1.00
O -2.15 1.06 0.10
H 2.15 0.43 -2.17
H 1.04 0.48 -3.43
H 0.92 -0.91 -2.36
H 0.61 2.02 -1.39
H -0.80 0.94 -1.93
H -1.47 0.75 2.96
H 0.22 0.32 2.58
H -1.16 -0.70 1.99
C -4.16 0.83 -2.63
C -4.18 -0.40 -3.54
O -5.32 -1.32 -3.34
S -5.16 -2.68 -2.61
C -6.06 -3.80 -3.72
O -3.78 -3.03 -2.48
O -5.98 -2.70 -1.43
H -3.89 1.79 -3.14
H -3.51 0.73 -1.77
H -5.21 0.94 -2.30
H -4.27 -0.05 -4.57
H -3.30 -0.99 -3.54
H -7.01 -3.31 -3.93
H -6.17 -4.75 -3.23
H -5.44 -4.02 -4.63
C 0.14 3.40 4.05
O -1.06 2.80 3.81
C -2.08 3.64 3.32
C -3.32 2.78 3.10
O -3.72 2.14 4.33
C -5.12 1.93 4.41
C -5.35 1.20 5.69
O -5.53 2.06 6.82
C -4.32 2.23 7.59
H 0.03 4.29 4.65
H 0.68 3.66 3.12
H 0.71 2.70 4.69
H -1.80 4.27 2.47
H -2.43 4.30 4.16
H -3.16 1.98 2.37
H -4.10 3.46 2.70
H -5.41 1.28 3.59
H -5.71 2.87 4.42
H -4.61 0.40 5.79
H -6.36 0.76 5.57
H -3.71 1.35 7.54
H -4.49 2.41 8.62
H -3.70 3.04 7.24
C -1.12 -2.83 -0.22
O -1.91 -2.44 0.85
C -3.29 -2.41 0.51
C -4.08 -1.83 1.70
O -4.07 -2.53 2.92
C -2.88 -2.48 3.65
C -3.09 -2.82 5.12
O -4.13 -2.04 5.68
C -4.11 -2.16 7.10
H -1.36 -3.88 -0.54
H -0.05 -2.88 0.14
H -1.27 -2.10 -1.00
H -3.74 -3.43 0.21
H -3.49 -1.73 -0.28
H -5.11 -1.90 1.37
H -3.82 -0.77 1.94
H -2.45 -1.46 3.51
H -2.10 -3.17 3.31
H -2.20 -2.49 5.64
H -3.26 -3.91 5.22
H -3.10 -2.04 7.51
H -4.51 -3.15 7.40
H -4.84 -1.41 7.43
C 1.95 4.87 -4.06
O 1.19 6.06 -3.92
C 0.47 6.28 -5.12
C -0.71 5.30 -5.58
O -1.83 5.40 -4.64
C -2.55 6.59 -4.80
C -4.01 6.38 -4.39
O -4.67 5.93 -5.60
C -6.07 5.83 -5.42
H 2.46 4.71 -3.10
H 2.74 5.03 -4.82
H 1.37 3.98 -4.29
H 1.22 6.39 -5.95
H 0.00 7.25 -4.98
H -0.40 4.22 -5.46
H -1.05 5.50 -6.64
H -2.62 6.87 -5.83
H -2.15 7.49 -4.26
H -4.51 7.33 -4.07
H -4.20 5.66 -3.57
H -6.54 6.84 -5.35
H -6.25 5.30 -4.53
H -6.37 5.19 -6.27
C 3.33 2.58 2.04
O 4.18 1.43 1.86
C 5.25 1.42 2.73
C 6.20 2.53 2.31
O 7.07 2.05 1.27
C 7.98 3.05 0.81
C 9.42 2.68 1.19
O 9.61 2.80 2.62
C 9.32 1.66 3.38
H 3.15 2.84 3.13
H 2.42 2.31 1.51
H 3.73 3.50 1.55
H 5.76 0.46 2.63
H 4.96 1.62 3.78
H 6.80 2.93 3.10
H 5.63 3.35 1.91
H 7.75 4.04 1.23
H 7.99 3.17 -0.32
H 10.05 3.46 0.72
H 9.70 1.68 0.82
H 9.92 0.78 3.19
H 8.27 1.31 3.22
H 9.51 1.93 4.40
```

The spin multiplicity is 1. Its electronic energy is -6501.6312 Ha. The frontier orbital gap comes out at 9.59 eV. The LUMO energy comes out at 0.26 eV. As for the molar mass: 1477.49 u. The strongest force on any atom comes out at 3.1 eV Å⁻¹. For the HOMO energy, the calculation gives -9.33 eV. The energy relative to the best compared isomer or geometry (same formula, charge and spin) comes out at 0.0 kcal/mol.

Atomic partial charges in e from the Mulliken method, atoms 1 to 2:
1. C -1.35
2. C 0.15



2.
Below is a cluster of 2 separate species, C4H10OS in total at a distorted geometry, with properties calculated with ωB97M-V/def2-TZVPD.

Geometry as XYZ:
```
16
Properties=species:S:1:pos:R:3
C -1.67 -2.89 -0.11
C -1.30 -1.52 0.42
O -1.17 -1.23 1.57
H -1.88 -3.59 0.69
H -0.84 -3.25 -0.73
H -2.49 -2.77 -0.83
H -1.37 -0.80 -0.43
C 1.75 -0.20 -0.38
C 0.92 0.92 0.30
S 0.69 2.39 -0.80
H 2.64 0.23 -0.83
H 1.05 -0.67 -1.07
H 2.00 -1.03 0.28
H -0.04 0.42 0.40
H 1.23 1.39 1.23
H -0.58 2.70 -0.49
```

The spin multiplicity is 1. Its electronic energy is -631.7886 Ha. The frontier orbital gap comes out at 9.78 eV. The LUMO energy comes out at 0.84 eV. As for the molar mass: 106.19 u. The strongest force on any atom comes out at 2.3 eV Å⁻¹. For the HOMO energy, the calculation gives -8.94 eV. The energy relative to the best compared isomer or geometry (same formula, charge and spin) comes out at 22.6 kcal/mol.

Atomic partial charges in e from the Mulliken method, atoms 1 to 2:
1. C -1.06
2. C 0.25



3.
Below is a cluster of 4 separate species, C31H61F4N3O4P in total, with properties calculated with ωB97M-V/def2-TZVPD.

Geometry as XYZ:
```
104
Properties=species:S:1:pos:R:3
C 9.06 3.20 -1.51
C 8.26 4.16 -2.36
O 7.56 3.53 -3.43
P 6.39 2.41 -3.35
C 5.21 3.10 -2.05
F 4.23 2.16 -1.93
F 5.75 3.27 -0.81
C 4.57 4.44 -2.42
F 3.50 4.66 -1.62
F 4.13 4.39 -3.71
H 9.89 2.78 -2.07
H 9.46 3.73 -0.65
H 8.45 2.39 -1.13
H 8.92 4.87 -2.85
H 7.57 4.73 -1.75
H 6.91 1.51 -2.38
H 5.26 5.27 -2.31
C -3.02 0.99 -2.39
C -1.74 0.56 -3.13
C -0.83 -0.31 -2.25
C -0.11 0.45 -1.15
C 0.68 1.62 -1.73
C -0.19 2.57 -2.56
N -0.93 1.75 -3.59
O -0.27 1.54 -4.65
C -1.11 3.37 -1.64
C 0.69 3.56 -3.31
C -2.15 -0.24 -4.36
H -3.89 0.78 -3.02
H -3.15 0.43 -1.46
H -3.06 2.05 -2.16
H -0.09 -0.79 -2.90
H -1.44 -1.12 -1.83
H -0.82 0.80 -0.40
H 0.57 -0.23 -0.63
H 1.16 2.20 -0.94
H 1.48 1.23 -2.37
H -1.85 3.93 -2.22
H -0.50 4.08 -1.09
H -1.64 2.75 -0.91
H 1.45 3.06 -3.90
H 1.18 4.20 -2.58
H 0.10 4.19 -3.98
H -2.71 0.38 -5.06
H -2.79 -1.06 -4.02
H -1.30 -0.66 -4.88
C -3.64 -5.08 0.82
C -3.26 -4.97 -0.67
C -3.04 -6.35 -1.33
C -1.75 -7.04 -0.90
C -0.55 -6.14 -1.15
C -0.67 -4.78 -0.46
N -1.99 -4.18 -0.87
O -1.95 -3.58 -1.99
C -0.52 -4.95 1.06
C 0.43 -3.83 -0.92
C -4.39 -4.25 -1.40
H -4.52 -4.47 1.02
H -3.89 -6.11 1.09
H -2.87 -4.74 1.49
H -3.02 -6.20 -2.41
H -3.91 -6.97 -1.10
H -1.80 -7.34 0.15
H -1.64 -7.97 -1.47
H 0.37 -6.61 -0.81
H -0.44 -5.97 -2.23
H -0.77 -4.02 1.58
H 0.52 -5.18 1.26
H -1.13 -5.75 1.47
H 0.45 -3.71 -2.00
H 1.39 -4.24 -0.60
H 0.30 -2.85 -0.47
H -4.49 -3.23 -1.03
H -5.32 -4.79 -1.19
H -4.23 -4.22 -2.47
C -0.31 3.05 2.96
C -0.23 1.57 3.39
C -1.39 0.74 2.83
C -2.73 1.02 3.50
C -2.62 0.82 5.01
C -1.52 1.67 5.65
N -0.24 1.42 4.89
O 0.41 0.41 5.30
C -1.94 3.15 5.65
C -1.29 1.25 7.09
C 1.08 1.01 2.86
H 0.65 3.37 2.56
H -1.06 3.19 2.17
H -0.55 3.73 3.77
H -1.15 -0.32 2.96
H -1.44 0.93 1.76
H -3.08 2.03 3.27
H -3.48 0.34 3.09
H -3.57 1.06 5.50
H -2.41 -0.24 5.21
H -1.10 3.79 5.95
H -2.73 3.27 6.38
H -2.32 3.50 4.70
H -1.08 0.19 7.17
H -2.18 1.49 7.67
H -0.45 1.80 7.52
H 1.94 1.51 3.31
H 1.11 1.19 1.78
H 1.18 -0.06 3.04
```

The spin multiplicity is 4. Its electronic energy is -2423.6465 Ha. The frontier orbital gap (spin up / spin down) comes out at 8.09 / 9.29 eV. The LUMO energy (spin up / spin down) comes out at 0.54 / 0.43 eV. As for the molar mass: 646.81 u. The strongest force on any atom comes out at 0.6 eV Å⁻¹. For the HOMO energy (spin up / spin down), the calculation gives -7.55 / -8.86 eV. Its expectation value of S² is 3.76.

Atomic partial charges in e from the Mulliken method, atoms 1 to 2:
1. C -1.06
2. C -0.10



4.
Below is a structure of composition C17H16F7IN6ReS4Sb, with properties calculated with ωB97M-V/def2-TZVPD.

Geometry as XYZ:
```
53
Properties=species:S:1:pos:R:3
Re -0.71 1.82 -0.96
C 3.13 0.13 -2.40
C 2.03 0.82 -1.68
N 0.90 1.14 -2.20
N 0.76 0.90 -3.54
C -0.19 1.63 -4.05
N -0.44 1.52 -5.37
S -1.17 2.73 -3.14
C 2.18 1.23 -0.29
C 3.37 1.15 0.41
C 3.44 1.72 1.68
C 2.32 2.33 2.20
C 1.14 2.33 1.47
N 1.07 1.78 0.25
H 2.94 0.12 -3.47
H 4.09 0.61 -2.21
H 3.19 -0.90 -2.05
H 0.16 0.95 -5.93
H -1.12 2.12 -5.81
H 4.23 0.68 -0.04
H 4.36 1.68 2.24
H 2.32 2.81 3.17
H 0.24 2.77 1.86
S 1.86 -3.58 2.41
C 0.57 -2.59 2.11
S 0.86 -0.90 1.84
C -0.82 -0.63 1.55
N -1.54 -1.69 1.68
N -0.77 -2.79 2.01
C -1.54 -4.00 2.19
C -2.92 -3.91 2.05
C -3.70 -5.04 2.23
C -3.11 -6.27 2.54
C -1.74 -6.34 2.67
C -0.94 -5.21 2.49
S -1.58 0.89 1.16
H -3.38 -2.97 1.81
H -4.77 -4.96 2.12
H -3.72 -7.15 2.68
H -1.26 -7.28 2.91
H 0.13 -5.29 2.59
F -2.54 2.29 -0.89
F 0.84 4.14 -1.22
Sb -0.16 5.42 -0.18
F 1.10 5.18 1.20
F -1.23 6.46 0.93
F 0.80 6.85 -0.91
F -1.44 5.43 -1.55
F -1.01 3.77 0.47
I -0.42 -1.82 -1.65
C -1.54 -0.02 -1.66
H -2.40 -0.20 -1.03
H -1.86 0.14 -2.69
```

The spin multiplicity is 3. Its electronic energy is -3894.1397 Ha. The frontier orbital gap (spin up / spin down) comes out at 6.59 / 5.61 eV. The LUMO energy (spin up / spin down) comes out at -1.64 / -2.65 eV. As for the molar mass: 1000.48 u. The strongest force on any atom comes out at 0.9 eV Å⁻¹. For the HOMO energy (spin up / spin down), the calculation gives -8.23 / -8.25 eV. Its expectation value of S² is 2.03. The energy relative to the best compared isomer or geometry (same formula, charge and spin) comes out at 7.4 kcal/mol.

Atomic partial charges in e from the Mulliken method, atoms 1 to 2:
1. Re 1.76
2. C -1.75



5.
Below is a cluster of 2 separate species, C6H15ClNO in total at a distorted geometry, with properties calculated with ωB97M-V/def2-TZVPD.

Geometry as XYZ:
```
24
Properties=species:S:1:pos:R:3
C -0.99 -1.31 -1.55
C 1.82 2.67 -1.92
C 0.79 -1.54 0.72
C -0.91 -0.78 2.17
C -1.42 -0.85 -0.17
C 1.69 2.67 -0.60
N -0.36 -0.71 0.82
O 0.26 0.58 0.55
Cl 0.49 3.63 0.17
H -0.17 -0.67 -2.02
H -0.74 -2.31 -1.51
H -1.92 -1.31 -2.09
H 1.30 3.26 -2.61
H 2.59 2.05 -2.32
H -0.44 1.31 0.55
H 1.39 -1.17 1.59
H 0.49 -2.58 0.67
H 1.31 -1.31 -0.28
H -1.88 -1.17 2.12
H -0.38 -1.45 2.91
H -1.02 0.28 2.66
H -2.32 -1.48 0.22
H -1.93 0.09 -0.19
H 2.35 2.09 0.09
```

The spin multiplicity is 3. Its electronic energy is -827.2564 Ha. The frontier orbital gap (spin up / spin down) comes out at 5.80 / 9.18 eV. The LUMO energy (spin up / spin down) comes out at -2.82 / -5.44 eV. As for the molar mass: 152.64 u. The strongest force on any atom comes out at 10.4 eV Å⁻¹. For the HOMO energy (spin up / spin down), the calculation gives -8.62 / -14.61 eV. As for the net charge: +1. Its expectation value of S² is 2.01. The energy relative to the best compared isomer or geometry (same formula, charge and spin) comes out at 35.7 kcal/mol.

Atomic partial charges in e from the Mulliken method, atoms 1 to 2:
1. C -1.36
2. C -0.96



6.
Below is a structure of composition C15H30N4O2S at a distorted geometry, with properties calculated with ωB97M-V/def2-TZVPD.

Geometry as XYZ:
```
52
Properties=species:S:1:pos:R:3
S 2.38 1.94 -2.72
C 2.12 0.73 -1.65
N 1.41 0.89 -0.42
H 1.47 0.12 0.19
C 0.88 1.99 -0.34
H 1.17 2.87 -0.91
C -0.54 1.94 -0.18
C -1.11 1.15 -1.61
N -2.53 1.22 -1.76
C -2.92 1.27 -3.23
C -4.50 1.37 -3.12
O -5.11 0.29 -2.49
C -4.68 0.45 -1.41
C -3.33 0.32 -0.97
H -3.01 0.27 -0.03
H -2.89 -0.60 -1.32
H -5.25 -0.19 -0.84
H -4.99 1.55 -0.78
H -4.89 1.26 -4.35
H -4.70 2.51 -2.85
H -2.37 1.95 -3.74
H -2.58 0.36 -3.42
H -0.78 0.27 -1.64
H -0.62 2.05 -2.19
H -1.36 2.42 0.05
H -1.04 1.04 0.53
H 1.17 2.52 0.71
N 2.63 -0.60 -1.71
H 3.45 -0.50 -2.55
C 2.74 -1.57 -0.91
C 3.62 -1.57 0.36
H 3.88 -0.55 0.45
H 4.62 -1.91 0.10
C 3.21 -2.15 1.46
N 1.98 -1.44 1.96
C 0.75 -2.36 2.68
H 0.60 -3.24 1.70
C -0.34 -1.29 3.01
O -0.06 -0.54 3.90
C 0.97 0.35 3.56
C 2.22 -0.24 2.94
H 3.03 0.43 2.78
H 2.76 -0.87 3.92
H 1.29 1.09 4.10
H 0.61 0.76 2.56
H -1.19 -2.11 3.20
H -0.74 -0.96 1.87
H 1.24 -2.75 3.27
H 3.79 -2.31 2.36
H 2.91 -3.20 1.44
H 1.67 -1.82 -0.50
H 2.94 -2.61 -1.45
```

The spin multiplicity is 1. Its electronic energy is -1356.4803 Ha. The frontier orbital gap comes out at 8.20 eV. The LUMO energy comes out at 0.65 eV. As for the molar mass: 330.50 u. The strongest force on any atom comes out at 18.8 eV Å⁻¹. For the HOMO energy, the calculation gives -7.56 eV. The energy relative to the best compared isomer or geometry (same formula, charge and spin) comes out at 473.1 kcal/mol.

Atomic partial charges in e from the Mulliken method, atoms 1 to 2:
1. S -0.38
2. C 0.03



7.
Below is a structure of composition C17H5Cl4N2O9STaTe at a distorted geometry, with properties calculated with ωB97M-V/def2-TZVPD.

Geometry as XYZ:
```
40
Properties=species:S:1:pos:R:3
Ta 0.71 0.41 0.56
O -0.04 0.05 4.18
C 0.09 -0.62 3.21
O 1.11 -0.43 2.27
C -0.82 -1.72 2.74
C -1.11 -2.83 3.49
C -1.80 -3.87 2.88
C -2.10 -3.86 1.54
C -1.77 -2.74 0.81
C -1.23 -1.63 1.40
O -1.01 -0.46 0.77
N -1.90 -2.83 -0.66
O -1.02 -2.30 -1.30
O -2.77 -3.54 -1.10
N -2.14 -5.06 3.68
O -2.74 -5.95 3.12
O -1.83 -5.06 4.85
H -0.81 -2.92 4.53
H -2.55 -4.72 1.07
Cl 5.73 1.44 -3.90
C 4.18 1.20 -3.19
C 3.06 1.02 -4.00
Cl 3.21 1.01 -5.71
C 1.79 0.86 -3.42
Cl 0.37 0.64 -4.37
C 1.68 0.88 -2.06
O 0.52 0.74 -1.33
C 2.81 0.98 -1.25
O 2.55 0.83 0.08
C 4.06 1.18 -1.79
Cl 5.41 1.35 -0.75
Te 0.04 2.64 1.87
C -0.64 3.66 0.19
C -1.95 3.85 -0.14
C -2.09 4.61 -1.35
C -0.89 4.96 -1.88
S 0.41 4.38 -0.93
H -2.78 3.46 0.44
H -3.04 4.87 -1.79
H -0.70 5.52 -2.78
```

The spin multiplicity is 1. Its electronic energy is -4001.4436 Ha. The frontier orbital gap comes out at 7.38 eV. The LUMO energy comes out at -1.59 eV. As for the molar mass: 863.66 u. The strongest force on any atom comes out at 1.8 eV Å⁻¹. For the HOMO energy, the calculation gives -8.97 eV. The energy relative to the best compared isomer or geometry (same formula, charge and spin) comes out at 17.9 kcal/mol.

Atomic partial charges in e from the Mulliken method, atoms 1 to 2:
1. Ta 1.36
2. O -0.45



8.
Below is a cluster of 2 separate species, C3H10N2 in total at a distorted geometry, with properties calculated with ωB97M-V/def2-TZVPD.

Geometry as XYZ:
```
15
Properties=species:S:1:pos:R:3
C -0.52 3.04 0.70
N -0.85 2.82 -0.53
H -0.32 4.19 0.94
H -0.59 2.32 1.56
H -1.04 1.78 -0.62
C -0.84 -1.57 -0.14
N 0.48 -1.71 0.43
C 1.45 -1.01 -0.43
H -1.30 -2.52 -0.39
H -1.50 -1.12 0.71
H -0.89 -1.01 -1.02
H 0.85 -2.74 0.75
H 1.41 -1.11 -1.54
H 2.32 -1.39 -0.06
H 1.32 0.03 -0.35
```

The spin multiplicity is 1. Its electronic energy is -229.7089 Ha. The frontier orbital gap comes out at 9.65 eV. The LUMO energy comes out at 1.03 eV. As for the molar mass: 74.13 u. The strongest force on any atom comes out at 4.4 eV Å⁻¹. For the HOMO energy, the calculation gives -8.62 eV. The energy relative to the best compared isomer or geometry (same formula, charge and spin) comes out at 62.9 kcal/mol.

Atomic partial charges in e from the Mulliken method, atoms 1 to 2:
1. C -0.20
2. N -0.53